# 1
Molecular formula: C24H57N
Method: DFT, ωB97M-V/def2-TZVPD

Last column: Mulliken charge in e.
Element x y z (Å)
C1 -4.01 -2.80 -1.36  -0.998
C2 -3.54 -4.07 -1.81  -0.389
N1 -2.29 -4.45 -1.15  0.413
C3 -2.21 -5.80 -0.72  -0.763
C4 -2.32 -6.92 -1.79  -1.137
C5 -1.03 -3.96 -1.70  -0.263
C6 -0.05 -3.50 -0.69  -1.072
H1 -3.42 -1.98 -1.33  0.065
H2 -4.29 -2.91 -0.31  0.329
H3 -4.96 -2.40 -1.85  0.353
H4 -3.57 -4.12 -2.97  0.199
H5 -4.49 -4.79 -1.51  0.278
H6 -3.02 -5.83 -0.13  0.582
H7 -1.17 -6.16 -0.33  0.200
H8 -3.27 -6.94 -2.40  0.271
H9 -2.46 -7.95 -1.44  0.418
H10 -1.48 -6.97 -2.43  0.301
H11 -1.03 -3.00 -2.50  0.211
H12 -0.37 -4.65 -2.20  0.188
H13 -0.51 -2.70 -0.07  0.144
H14 0.84 -3.06 -1.14  0.411
H15 0.05 -4.34 -0.07  0.260
C7 -2.43 0.11 4.16  -0.915
C8 -1.00 -0.02 4.90  -0.826
C9 0.20 0.40 4.09  -1.157
C10 0.32 -0.54 2.81  -0.170
C11 1.54 -0.05 1.94  -1.384
C12 1.97 -0.81 0.70  -0.552
H16 -2.75 1.10 4.12  0.007
H17 -3.16 -0.40 4.65  0.580
H18 -2.42 -0.40 3.21  0.240
H19 -0.97 -0.95 5.29  0.488
H20 -1.27 0.59 5.82  0.323
H21 0.98 0.26 4.72  0.500
H22 0.17 1.38 3.88  0.684
H23 -0.51 -0.46 2.11  -0.083
H24 0.54 -1.49 3.29  0.621
H25 2.36 0.01 2.53  0.713
H26 1.33 0.79 1.53  0.523
H27 1.08 -0.82 0.04  -0.270
H28 2.04 -1.85 0.99  0.422
H29 2.79 -0.57 -0.01  0.293
C13 -2.27 0.88 -2.51  -1.216
C14 -2.52 1.75 -1.31  -0.615
C15 -1.45 1.74 -0.16  -0.550
C16 -1.96 2.13 1.29  -0.023
C17 -2.35 3.64 1.34  -0.282
C18 -2.35 4.17 2.82  -1.444
H30 -2.00 -0.07 -2.23  0.231
H31 -1.15 1.07 -2.74  0.254
H32 -3.05 1.11 -3.24  0.339
H33 -3.45 1.15 -0.82  0.183
H34 -2.83 2.68 -1.50  0.675
H35 -0.67 2.22 -0.41  0.956
H36 -1.09 0.66 -0.08  -0.311
H37 -1.09 2.02 1.92  -0.249
H38 -2.74 1.52 1.81  0.398
H39 -3.43 3.55 1.08  0.257
H40 -1.56 4.29 0.92  0.257
H41 -1.43 4.32 3.32  0.411
H42 -2.86 3.50 3.56  0.238
H43 -2.55 5.21 2.98  0.433
C19 2.24 0.98 -2.37  -1.498
C20 2.95 1.86 -1.36  -0.213
C21 4.08 2.62 -1.99  -1.636
C22 4.83 3.51 -1.01  -0.674
C23 5.81 4.42 -1.69  -0.611
C24 6.98 3.45 -2.25  -1.633
H44 2.97 0.32 -2.64  0.531
H45 2.01 1.46 -3.28  0.508
H46 1.44 0.57 -1.87  0.174
H47 3.41 1.31 -0.62  0.322
H48 2.41 2.54 -0.82  0.479
H49 3.82 3.27 -2.87  0.464
H50 4.62 2.13 -2.60  1.015
H51 5.41 3.15 -0.13  0.346
H52 4.10 4.13 -0.55  0.364
H53 6.17 5.08 -0.94  0.346
H54 5.43 5.02 -2.52  0.306
H55 7.76 3.92 -2.89  0.396
H56 6.73 2.90 -2.94  0.595
H57 7.41 2.81 -1.57  0.441

Results
* SMILES: CCN(CC)CC.CCCCCC.CCCCCC.CCCCCC
* strongest force on any atom: 10.2 eV/A
* lowest unoccupied orbital energy: 0.0319 Ha
* highest occupied orbital energy: -8.2885 eV
* ΔE to the lowest compared entry with this formula, charge and spin: 177.6 kJ/mol
* frontier orbital gap: 9.16 eV
* E: -1002.985066 Eh
* charge: 0

---

# 2
Molecular formula: C24H58AlNO5PS2
Method: DFT, ωB97M-V/def2-TZVPD

Last column: Mulliken charge in e.
Element x y z (Å)
C1 4.97 -0.01 2.73  -1.211
C2 4.19 0.87 1.77  -0.654
C3 3.68 0.09 0.55  -0.347
C4 2.26 -0.44 0.74  -0.444
C5 1.85 -1.41 -0.37  -0.636
C6 0.33 -1.48 -0.59  0.210
C7 -0.33 -2.77 -0.10  -0.701
C8 -1.79 -2.92 -0.57  -0.710
C9 -2.77 -3.33 0.52  -1.147
C10 -3.20 -2.23 1.53  -0.977
C11 -2.62 -0.83 1.30  0.682
Al1 -3.36 0.51 2.55  0.038
S1 -3.72 -0.21 4.65  -0.402
N1 -5.03 1.20 1.88  -0.407
C12 -4.94 1.65 0.77  0.654
O1 -4.85 2.09 -0.33  -0.597
P1 -1.82 2.36 2.55  0.261
S2 -0.47 2.35 4.02  -0.526
H1 4.32 -0.75 3.19  0.137
H2 5.45 0.58 3.52  0.379
H3 5.76 -0.55 2.19  0.419
H4 4.82 1.70 1.45  0.385
H5 3.33 1.28 2.30  0.281
H6 4.35 -0.76 0.38  0.331
H7 3.72 0.69 -0.36  0.189
H8 1.58 0.41 0.72  0.186
H9 2.20 -0.92 1.72  0.412
H10 2.26 -2.40 -0.18  0.712
H11 2.31 -1.06 -1.28  -0.178
H12 0.10 -1.35 -1.64  0.305
H13 -0.12 -0.65 -0.04  -0.439
H14 0.26 -3.62 -0.45  0.460
H15 -0.30 -2.81 0.99  0.378
H16 -1.82 -3.68 -1.35  0.546
H17 -2.10 -1.99 -1.06  0.321
H18 -3.64 -3.81 0.07  0.367
H19 -2.28 -4.13 1.09  0.336
H20 -4.29 -2.16 1.51  0.352
H21 -2.96 -2.56 2.54  0.314
H22 -2.87 -0.49 0.30  0.176
H23 -1.54 -0.83 1.45  -0.324
H24 -2.77 0.48 5.28  0.060
H25 -2.46 3.61 2.43  0.031
H26 -1.15 2.30 1.32  -0.147
C13 4.09 -3.08 -4.83  -1.409
C14 4.37 -1.95 -3.85  0.727
C15 5.79 -1.43 -3.98  -1.372
O2 4.10 -2.36 -2.51  -0.447
H27 4.76 -3.93 -4.63  0.349
H28 3.06 -3.43 -4.72  0.335
H29 4.25 -2.76 -5.86  0.388
H30 3.67 -1.14 -4.03  0.141
H31 6.51 -2.23 -3.75  0.342
H32 5.96 -0.62 -3.27  0.309
H33 5.99 -1.07 -4.99  0.390
H34 4.70 -3.09 -2.29  0.270
C16 1.17 2.66 -3.51  -1.598
C17 0.47 1.74 -2.53  0.304
C18 -0.39 2.51 -1.54  -0.852
O3 1.43 0.92 -1.85  -0.221
H35 1.84 3.35 -2.98  0.379
H36 1.78 2.09 -4.21  0.330
H37 0.45 3.26 -4.07  0.414
H38 -0.15 1.03 -3.08  0.340
H39 0.23 3.19 -0.94  0.361
H40 -0.88 1.82 -0.85  -0.164
H41 -1.15 3.10 -2.05  0.469
H42 1.99 1.50 -1.32  0.181
C19 -6.04 3.27 -5.11  -1.197
C20 -6.69 2.09 -4.40  0.348
C21 -7.64 2.55 -3.30  -1.157
O4 -5.70 1.21 -3.86  -0.511
H43 -5.45 3.85 -4.40  0.297
H44 -5.37 2.91 -5.89  0.305
H45 -6.79 3.92 -5.56  0.360
H46 -7.24 1.49 -5.12  0.275
H47 -7.08 3.12 -2.55  0.276
H48 -8.10 1.70 -2.80  0.303
H49 -8.42 3.20 -3.70  0.372
H50 -5.21 1.70 -3.19  0.337
C22 1.38 -1.26 5.73  -1.046
C23 2.31 -0.28 6.43  0.441
C24 1.66 0.33 7.65  -1.330
O5 2.74 0.73 5.52  -0.482
H51 0.48 -0.75 5.38  0.211
H52 1.87 -1.70 4.86  0.227
H53 1.08 -2.07 6.40  0.406
H54 3.23 -0.80 6.73  0.264
H55 0.76 0.89 7.36  0.309
H56 2.34 1.03 8.14  0.315
H57 1.36 -0.43 8.37  0.393
H58 1.94 1.19 5.24  0.242

Results
* strongest force on any atom: 0.8 eV/A
* lowest unoccupied orbital energy: 0.0829 Ha
* highest occupied orbital energy: -4.9431 eV
* frontier orbital gap: 7.20 eV
* E: -2760.558083 Eh
* charge: -1

---

# 3
Molecular formula: C24H58Br8N4O11
Method: DFT, ωB97M-V/def2-TZVPD

Last column: Mulliken charge in e.
Element x y z (Å)
C1 0.71 -1.66 4.85  -0.648
N1 -0.50 -1.33 5.64  0.865
O1 -1.38 -2.17 5.63  -0.507
O2 -0.58 -0.24 6.18  -0.521
H1 0.49 -2.28 3.99  -0.033
H2 1.38 -2.18 5.54  0.397
H3 1.12 -0.71 4.51  0.310
C2 3.95 1.52 1.97  -0.767
N2 4.87 2.53 1.34  1.009
O3 4.47 3.65 1.16  -0.557
O4 5.97 2.10 1.08  -0.592
H4 2.98 1.96 1.74  0.250
H5 4.12 1.50 3.04  0.407
H6 4.06 0.57 1.46  0.215
C3 -0.79 0.80 0.49  -0.442
N3 0.34 -0.07 0.93  0.841
O5 1.41 0.12 0.38  -0.347
O6 0.13 -0.84 1.84  -0.311
H7 -1.69 0.26 0.78  -0.005
H8 -0.74 0.93 -0.58  0.106
H9 -0.66 1.77 0.95  0.263
C4 2.60 0.52 -2.76  -0.675
N4 2.73 1.93 -2.37  1.021
O7 2.04 2.73 -2.96  -0.544
O8 3.52 2.20 -1.50  -0.537
H10 1.86 0.12 -2.07  0.052
H11 3.54 0.00 -2.60  0.302
H12 2.26 0.45 -3.79  0.358
Br1 -1.25 -3.87 2.72  -0.143
C5 -3.15 -3.63 3.17  -0.653
C6 -3.83 -2.73 2.19  -0.096
Br2 -5.69 -2.53 2.94  -0.183
H13 -3.13 -3.28 4.20  0.435
H14 -3.59 -4.62 3.19  0.439
H15 -4.03 -3.14 1.21  0.428
H16 -3.37 -1.75 2.14  -0.224
Br3 -0.01 4.41 -0.42  -0.040
C7 1.58 5.55 -0.32  -0.633
C8 1.19 7.01 -0.23  -0.688
Br4 0.42 7.54 1.48  -0.155
H17 2.14 5.44 -1.24  0.374
H18 2.24 5.17 0.45  0.407
H19 0.53 7.33 -1.02  0.391
H20 2.13 7.55 -0.33  0.412
Br5 -2.37 4.62 -4.73  -0.219
C9 -2.94 4.45 -2.84  -0.465
C10 -2.72 3.02 -2.40  -0.277
Br6 -3.49 2.71 -0.64  -0.098
H21 -3.96 4.82 -2.72  0.474
H22 -2.27 5.13 -2.32  0.236
H23 -1.66 2.82 -2.28  0.048
H24 -3.12 2.32 -3.13  0.310
Br7 -5.12 4.16 2.55  -0.180
C11 -3.69 2.94 3.24  -0.642
C12 -3.96 1.50 2.91  -0.386
Br8 -2.67 0.37 3.88  -0.102
H25 -3.61 3.14 4.30  0.465
H26 -2.77 3.23 2.75  0.302
H27 -4.00 1.25 1.85  0.069
H28 -4.97 1.22 3.22  0.497
C13 0.29 -2.81 -1.34  -0.661
C14 0.06 -3.86 -2.41  -0.545
O9 -1.23 -4.40 -2.15  -0.200
C15 -1.66 -5.27 -3.18  -0.402
C16 -3.19 -5.30 -3.18  -1.137
H29 -0.50 -2.06 -1.28  0.071
H30 0.51 -3.34 -0.42  0.344
H31 1.22 -2.26 -1.49  0.281
H32 0.02 -3.38 -3.39  0.287
H33 0.83 -4.64 -2.48  0.348
H34 -1.34 -4.94 -4.18  0.336
H35 -1.25 -6.27 -3.02  0.331
H36 -3.53 -5.75 -4.11  0.372
H37 -3.57 -4.29 -3.06  0.262
H38 -3.57 -5.86 -2.33  0.297
C17 3.76 -2.22 2.56  -0.519
C18 4.67 -1.71 3.69  -0.110
O10 5.79 -2.54 3.85  -0.337
C19 6.81 -1.92 4.58  -0.236
C20 7.90 -3.01 4.74  -1.193
H39 2.96 -2.87 2.90  0.248
H40 3.26 -1.43 2.01  -0.215
H41 4.42 -2.75 1.86  0.399
H42 4.86 -0.64 3.53  0.170
H43 4.07 -1.73 4.61  0.224
H44 7.31 -1.13 4.00  0.274
H45 6.50 -1.48 5.53  0.344
H46 7.47 -3.96 5.06  0.305
H47 8.76 -2.74 5.36  0.369
H48 8.23 -3.12 3.70  0.284
C21 -5.14 1.48 -6.37  -1.223
C22 -3.62 1.50 -6.16  0.109
O11 -3.35 0.69 -5.03  -0.298
C23 -1.97 0.56 -4.76  -0.448
C24 -1.83 -0.50 -3.68  -0.620
H49 -5.42 2.14 -7.19  0.399
H50 -5.42 0.44 -6.55  0.284
H51 -5.53 1.95 -5.47  0.280
H52 -3.09 1.27 -7.09  0.378
H53 -3.28 2.53 -6.01  -0.122
H54 -1.44 0.22 -5.66  0.527
H55 -1.52 1.50 -4.45  0.159
H56 -0.81 -0.88 -3.65  0.201
H57 -2.43 -1.38 -3.89  0.268
H58 -2.06 -0.18 -2.66  0.099

Results
* SMILES: C[N+](=O)[O-].C[N+](=O)[O-].C[N+](=O)[O-].C[N+](=O)[O-].BrCCBr.BrCCBr.BrCCBr.BrCCBr.CCOCC.CCOCC.CCOCC
* strongest force on any atom: 1.9 eV/A
* lowest unoccupied orbital energy: -0.0112 Ha
* highest occupied orbital energy: -9.9057 eV
* frontier orbital gap: 9.60 eV
* E: -22587.575864 Eh
* charge: 0

---

Q: The highest E belongs to which entry?
A: C24H57N

---

Q: Among the records above, which one has the lowest lowest unoccupied orbital energy?
A: C24H58Br8N4O11

---

Q: What is the formula in the third record?
A: C24H58Br8N4O11

---

Q: Which of these has the highest E?
A: C24H57N